Entry 1:
Formula: C2H3BrN2S
Source: the Open Molecules 2025 dataset
Level of theory: wB97M-V/def2-TZVPD

Each line ends with the Mulliken charge.
Geometry (Å):
C -0.978 -0.877 -0.393  -0.2370
C 1.004 0.671 0.742  -0.3313
N -0.937 0.333 -1.012  0.0904
N -0.300 1.280 -0.807  -0.2233
S 0.308 -0.875 1.057  -0.1000
Br 2.719 0.804 -0.095  -0.1128
H -1.959 -1.044 0.051  0.2690
H -0.735 -1.698 -1.066  0.2473
H 0.878 1.407 1.523  0.3975

Results
Kohn-Sham gap, Ha: 0.3449
DFT total energy, eV: -85977.8578
Total charge: 0

---

Entry 2:
Formula: C6H10O
Source: the Open Molecules 2025 dataset
Level of theory: wB97M-V/def2-TZVPD

Each line ends with the Mulliken charge.
Geometry (Å):
C -0.625 1.624 -0.720  -1.6922
C -0.164 0.312 -0.143  0.7967
C 1.290 0.169 0.354  -0.4613
C 1.222 -1.183 1.093  -0.8221
C -0.868 -0.374 1.025  -0.3902
O -0.217 -1.668 0.430  -0.2347
C -0.350 -1.002 -0.888  -0.3667
H -0.057 1.846 -1.631  0.3601
H -0.459 2.442 -0.010  0.3564
H -1.690 1.600 -0.979  0.3811
H 2.006 0.279 -0.479  0.3347
H 1.492 0.965 1.085  0.3397
H 1.916 -1.934 0.722  0.1959
H -0.565 -0.034 2.029  0.2975
H -1.928 -0.598 0.971  0.3083
H 0.408 -1.284 -1.626  0.2704
H -1.359 -1.189 -1.270  0.3261

Results
Kohn-Sham gap, Ha: 0.2706
DFT total energy, eV: -8426.1227
Total charge: 0

---

Entry 3:
Formula: FH2NO3S
Source: the Open Molecules 2025 dataset
Level of theory: wB97M-V/def2-TZVPD

Each line ends with the Mulliken charge.
Geometry (Å):
N 1.505 -0.452 -0.081  -0.3639
O 0.352 -1.173 -0.123  -0.2473
S -1.035 0.130 0.186  1.1909
O -2.179 -0.433 0.790  -0.4755
O -0.400 1.306 0.648  -0.4841
F -1.376 0.354 -1.401  -0.2121
H 1.534 0.237 -0.834  0.2872
H 1.598 0.032 0.814  0.3048

Results
Kohn-Sham gap (spin up / spin down), Ha: 0.3730 / 0.3730
SMILES: NOS(=O)(=O)F
DFT total energy, eV: -21214.6860
Total charge: 0

---

Entry 4:
Formula: C3H12N2O
Source: the Open Molecules 2025 dataset
Level of theory: wB97M-V/def2-TZVPD

Each line ends with the Mulliken charge.
Geometry (Å):
N 0.675 -0.407 -2.281  -0.7175
C -0.207 -0.868 0.094  0.2782
C -1.158 -2.028 0.222  -1.2502
C -0.922 0.511 0.085  -0.9452
N -0.040 1.596 -0.088  -0.4410
H 1.681 -0.532 -2.153  0.2737
H 0.570 -0.895 0.862  0.4890
H 0.297 -0.755 -0.993  0.1895
H -1.971 -1.876 -0.486  0.3205
H -0.638 -2.955 -0.001  0.3549
H -1.596 -2.066 1.213  0.3600
H -1.421 0.647 1.042  0.4068
H -1.707 0.488 -0.680  0.4112
H 0.428 1.531 -0.997  0.3001
H 0.655 1.515 0.764  0.3922
H 0.501 0.413 -2.870  0.2324
H 2.193 1.246 2.038  0.2172
O 1.247 1.079 1.960  -0.8717

Results
Kohn-Sham gap, Ha: 0.1668
DFT total energy, eV: -8326.0507
Total charge: 0

---

Entry 5:
Formula: C6H12O2
Source: the Open Molecules 2025 dataset
Level of theory: wB97M-V/def2-TZVPD

Each line ends with the Mulliken charge.
Geometry (Å):
C -0.429 -3.158 0.033  -1.1168
C 0.170 -1.880 0.495  -0.1182
C -0.400 -0.700 0.134  -0.2638
C 0.157 0.532 0.606  -0.3665
C -0.419 1.722 0.337  0.6076
C -0.046 3.093 0.813  -1.4111
O -1.686 1.681 -0.175  -0.5181
H -1.487 -2.997 -0.218  0.3218
H -0.127 -3.402 -0.995  0.2549
H -0.328 -4.078 0.637  0.3294
H 1.047 -1.888 1.139  0.3693
H -1.312 -0.754 -0.487  0.2308
H 1.115 0.518 1.114  0.3193
H -0.456 3.196 1.824  0.3220
H -0.471 3.897 0.189  0.3711
H 1.026 3.279 0.900  0.3551
H -2.178 2.496 -0.080  0.3135
O 2.198 -1.212 -1.836  -0.6770
H 2.644 -0.355 -1.796  0.3176
H 1.677 -1.207 -1.012  0.3590

Results
Kohn-Sham gap, Ha: 0.3106
SMILES: C/C=C/C=C(/C)O.O
DFT total energy, eV: -10510.2489
Total charge: 0

---

Entry 6:
Formula: C3H5NOS
Source: the Open Molecules 2025 dataset
Level of theory: wB97M-V/def2-TZVPD

Each line ends with the Mulliken charge.
Geometry (Å):
C 1.257 -0.287 0.782  0.5499
C -1.394 0.133 0.691  -0.8307
C 0.829 0.378 -0.416  -0.0899
N 1.403 -0.961 1.689  -0.4210
O 1.887 0.526 -1.272  -0.4235
S -0.498 1.449 -0.152  -0.0269
H -2.461 0.394 0.539  0.3271
H -1.090 -0.280 1.571  0.4210
H -1.286 -0.756 0.024  0.1225
H -0.364 -1.666 -1.415  0.0384
H 1.718 1.071 -2.042  0.3331

Results
Kohn-Sham gap (spin up / spin down), Ha: 0.2586 / 0.3474
DFT total energy, eV: -17559.4803
Total charge: 0